A:
The following is a quantum chemistry calculation of a cluster of 2 separate species, C3H8O2 in total, from the Open Molecules 2025 dataset.

Geometry as XYZ:
```
13
Properties=species:S:1:pos:R:3
O -1.96 2.07 -5.29
C -1.83 2.48 -4.17
H -0.83 2.62 -3.73
H -2.75 2.67 -3.62
C 1.03 -1.18 1.20
O 1.46 -2.54 1.43
C 0.35 -0.48 2.41
H 0.37 -1.34 0.36
H 1.92 -0.61 0.95
H 1.41 -2.77 2.36
H 0.86 0.47 2.52
H 0.68 -1.01 3.30
H -0.72 -0.37 2.28
```

Its net charge is 0. The calculation puts the LUMO energy at 0.0272 Eh. Its multiplicity is 1. The structure (SMILES) is C=O.CCO. The calculation puts the HOMO energy at -10.24 eV.

=====

B:
The following is a quantum chemistry calculation of a cluster of 2 separate species, C3H8O2 in total, from the Open Molecules 2025 dataset.

Geometry as XYZ:
```
13
Properties=species:S:1:pos:R:3
C 1.21 0.60 -1.96
O 0.63 0.37 -0.71
H 2.03 1.37 -1.79
H 1.57 -0.21 -2.53
H 0.29 0.98 -2.57
H 1.13 -0.21 -0.08
C -0.29 0.09 1.86
C -1.09 -0.85 1.40
O -1.79 -0.78 0.20
H 0.51 -0.01 2.57
H -0.33 1.13 1.52
H -1.11 -1.83 1.78
H -2.75 -0.64 0.32
```

Its net charge is 0. The calculation puts the LUMO energy at 0.0348 Eh. Its multiplicity is 1. The structure (SMILES) is C=CO.CO. The calculation puts the HOMO energy at -9.62 eV.

=====

C:
The following is a quantum chemistry calculation of a cluster of 2 separate species, C3H8O2 in total, from the Open Molecules 2025 dataset.

Geometry as XYZ:
```
13
Properties=species:S:1:pos:R:3
C -0.26 0.36 -2.15
O 1.09 0.42 -1.68
C -1.12 -0.58 -1.43
C -2.37 -0.93 -1.71
H -0.12 0.15 -3.22
H -0.67 1.37 -2.12
H 1.43 -0.21 -1.03
H -0.75 -0.85 -0.44
H -3.00 -1.38 -0.94
H -3.00 -0.51 -2.49
H 2.43 0.84 5.09
H 3.50 0.96 6.27
O 2.84 0.38 5.83
```

Its net charge is 0. The calculation puts the LUMO energy at 0.0305 Eh. Its multiplicity is 1. The structure (SMILES) is C=CCO.O. The calculation puts the HOMO energy at -9.64 eV.

=====

Short version: C, A, B, most stable first.

=====

A:
The following is a quantum chemistry calculation of the molecule C3H8O2, from the Open Molecules 2025 dataset.

Geometry as XYZ:
```
13
Properties=species:S:1:pos:R:3
O -0.79 1.40 0.56
C -1.20 0.07 0.21
C -0.15 -0.59 -0.68
C 1.28 -0.48 -0.12
O 1.77 0.83 -0.13
H -1.13 1.61 1.43
H -2.16 0.11 -0.32
H -1.34 -0.53 1.12
H -0.17 -0.15 -1.68
H -0.42 -1.65 -0.77
H 1.31 -0.93 0.89
H 1.95 -1.07 -0.76
H 1.06 1.38 0.25
```

Its net charge is 0. The calculation puts the LUMO energy at 0.0268 Eh. Its multiplicity is 1. The structure (SMILES) is OCCCO. The calculation puts the HOMO energy at -9.88 eV.

=====

B:
The following is a quantum chemistry calculation of the molecule C3H8O2, from the Open Molecules 2025 dataset.

Geometry as XYZ:
```
13
Properties=species:S:1:pos:R:3
C 1.45 -0.88 -0.27
C 0.49 -0.03 0.54
C -0.97 -0.41 0.61
H 1.00 -1.02 -1.37
H 2.20 -0.22 -0.39
H 1.57 -1.87 -0.20
H 1.05 0.34 1.41
H 0.91 1.90 0.50
H -1.22 -1.43 0.97
H -1.47 0.13 1.47
H -1.05 0.18 -1.28
O 0.50 1.32 -0.19
O -1.61 -0.08 -0.60
```

Its net charge is 0. The calculation puts the LUMO energy at 0.0291 Eh. Its multiplicity is 1. The structure (SMILES) is C[C@@H](O)CO. The calculation puts the HOMO energy at -10.02 eV.

=====

Short version: A, B, most stable first.

=====

A:
The following is a quantum chemistry calculation of a cluster of 2 separate species, C2H4NO2S in total, from the Open Molecules 2025 dataset.

Geometry as XYZ:
```
10
Properties=species:S:1:pos:R:3
C -1.57 -2.18 0.30
C 0.95 0.80 -0.09
N -0.84 -1.44 -0.05
O 3.02 -0.51 1.26
O 2.81 -0.89 -1.24
S 2.38 -0.32 0.00
H -2.31 -2.90 0.41
H 0.68 1.22 0.77
H 1.32 1.44 -0.88
H 0.07 0.09 -0.35
```

Its net charge is +1. The calculation puts the LUMO energy at -0.2576 Eh. Its multiplicity is 1. The calculation puts the HOMO energy at -17.67 eV.

=====

B:
The following is a quantum chemistry calculation of the ion C2H4NO2S with charge +1, from the Open Molecules 2025 dataset.

Geometry as XYZ:
```
10
Properties=species:S:1:pos:R:3
C -0.36 0.67 0.13
C 1.06 0.19 0.40
N -1.01 -0.23 -0.84
O -2.16 -0.38 -0.87
O -0.11 -1.94 -0.37
S 1.24 -1.60 -0.13
H -1.09 0.68 1.04
H -0.40 1.51 -0.55
H 1.57 0.86 -0.27
H 1.27 0.25 1.46
```

Its net charge is +1. The calculation puts the LUMO energy (alpha / beta) at -0.2948 / -0.3263 Eh. Its multiplicity is 1. The calculation puts the HOMO energy (alpha / beta) at -14.20 / -13.43 eV.

=====

Short version: A, B, most stable first.